Arrangement i

The following is a quantum chemistry calculation of 3 unconnected molecules or ions with the total composition C2H9O2S, from OMol25.

Properties
HOMO-LUMO gap in eV: 6.85
LUMO in eV: 3.91
Net charge: -1
E_HOMO in eV: -2.94

Bonds (Å) are listed after each position.
Cartesian coordinates (Å):
1 C -0.880 -2.038 -0.436  C2 1.565, H4 1.098, H5 1.089, H6 1.083
2 C -0.873 -0.547 -0.908  C1 1.565, S3 1.839, H7 1.090, H8 1.086
3 S -1.412 0.565 0.455  C2 1.839
4 H 0.130 -2.447 -0.565  C1 1.098
5 H -1.541 -2.612 -1.083  C1 1.089
6 H -1.095 -2.080 0.625  C1 1.083
7 H -1.530 -0.486 -1.775  C2 1.090
8 H 0.129 -0.235 -1.189  C2 1.086
9 H 1.182 1.496 -0.381  O11 0.967
10 H 1.736 2.867 -0.852  O11 0.948
11 O 1.980 1.976 -0.639  H9 0.967, H10 0.948
12 H 1.431 1.465 1.966  O14 0.949
13 H -0.047 0.899 2.177  O14 0.980
14 O 0.791 1.177 2.604  H12 0.949, H13 0.980

The molecule's Löwdin atomic charges, reported in e, are given here:
1. C -0.220
2. C -0.754
3. S 0.230
4. H 0.045
5. H 0.041
6. H 0.022
7. H 0.021
8. H 0.004
9. H -0.024
10. H 0.018
11. O -0.077
12. H -0.024
13. H -0.126
14. O -0.156

=====

Arrangement ii

The following is a quantum chemistry calculation of 3 unconnected molecules or ions with the total composition C2H9O2S, from OMol25.

Properties
HOMO-LUMO gap in eV: 6.55
LUMO in eV: 4.07
Net charge: -1
E_HOMO in eV: -2.48

Bonds (Å) are listed after each position.
Cartesian coordinates (Å):
1 C -1.082 -0.128 0.375  C2 1.587, H4 1.082, H5 1.195, H6 0.980
2 C -1.023 0.346 -1.138  C1 1.587, S3 1.804, H7 1.106, H8 1.119
3 S 0.680 0.791 -1.536  C2 1.804
4 H -2.106 -0.054 0.716  C1 1.082
5 H -0.115 0.326 0.910  C1 1.195
6 H -0.777 -1.041 0.560  C1 0.980
7 H -1.701 1.203 -1.311  C2 1.106
8 H -1.426 -0.620 -1.535  C2 1.119
9 H 2.477 -1.999 -0.585  O11 0.946
10 H 1.093 -2.289 -1.009  O11 0.990
11 O 1.648 -2.229 -0.192  H9 0.946, H10 0.990
12 H 0.980 2.625 1.903  O14 1.065
13 H 0.434 1.506 0.962  O14 1.039
14 O 0.917 1.562 1.880  H12 1.065, H13 1.039

The molecule's Löwdin atomic charges, reported in e, are given here:
1. C -0.223
2. C -0.809
3. S 0.153
4. H 0.052
5. H 0.041
6. H -0.029
7. H 0.021
8. H 0.034
9. H -0.001
10. H 0.034
11. O -0.109
12. H 0.090
13. H -0.028
14. O -0.225

=====

Q: Which of them is the least stable? A: arrangement ii.